# 1
The following is a quantum chemistry calculation of 5 unconnected molecules or ions with the total composition C60H40BrF9O8PS at a distorted geometry, from the Open Molecules 2025 dataset.

Atoms and positions in Å:
F  -0.350  -1.055  -2.326
C  -0.751  0.401  -2.269
F  -1.647  0.463  -1.049
C  -1.746  0.837  -3.518
C  -3.332  0.410  -3.268
P  -4.246  1.998  -2.728
Br  -5.294  3.982  -2.258
C  0.471  1.425  -1.960
F  -0.157  2.730  -1.530
F  1.204  0.913  -0.771
S  1.669  1.787  -3.325
F  2.847  0.813  -2.490
F  1.289  0.407  -4.252
F  0.616  2.828  -4.182
F  2.257  3.130  -2.372
F  2.885  2.157  -4.476
H  -1.761  1.998  -3.725
H  -1.399  0.204  -4.464
H  -3.779  0.078  -4.324
H  -3.467  -0.513  -2.561
H  -5.503  1.566  -3.326
H  -3.847  2.608  -4.004
H  -3.060  2.560  -2.068
H  -4.619  1.471  -1.436
C  -1.932  -1.104  1.014
C  -1.769  -1.103  2.399
C  -2.635  -1.846  3.204
C  -3.674  -2.582  2.623
C  -3.852  -2.563  1.240
C  -2.972  -1.831  0.433
C  -4.975  -3.296  0.621
O  -5.130  -3.282  -0.594
C  -5.913  -4.037  1.487
C  -7.016  -4.689  0.918
C  -7.900  -5.403  1.728
C  -7.683  -5.477  3.104
C  -6.588  -4.825  3.674
C  -5.708  -4.095  2.865
C  -4.574  -3.379  3.481
O  -4.384  -3.440  4.691
H  -1.252  -0.532  0.386
H  -0.967  -0.526  2.853
H  -2.498  -1.845  4.285
H  -3.096  -1.822  -0.649
H  -7.191  -4.638  -0.155
H  -8.759  -5.904  1.285
H  -8.368  -6.040  3.734
H  -6.427  -4.883  4.749
C  -3.632  5.219  5.457
C  -2.771  5.916  6.305
C  -1.487  6.252  5.873
C  -1.057  5.879  4.594
C  -1.909  5.161  3.755
C  -3.204  4.841  4.183
C  -1.449  4.720  2.423
O  -2.198  4.093  1.684
C  -0.072  5.038  1.997
C  0.396  4.577  0.759
C  1.693  4.884  0.343
C  2.521  5.660  1.154
C  2.059  6.117  2.390
C  0.763  5.797  2.816
C  0.297  6.254  4.139
O  1.025  6.932  4.855
H  -4.636  4.965  5.789
H  -3.100  6.200  7.302
H  -0.822  6.800  6.539
H  -3.879  4.292  3.529
H  -0.245  3.973  0.119
H  2.056  4.520  -0.616
H  3.529  5.906  0.827
H  2.713  6.718  3.020
C  -3.911  -6.370  0.505
C  -3.582  -7.636  0.989
C  -2.741  -8.469  0.249
C  -2.238  -8.041  -0.985
C  -2.588  -6.785  -1.480
C  -3.417  -5.943  -0.728
C  -2.103  -6.342  -2.804
O  -2.406  -5.238  -3.238
C  -1.255  -7.253  -3.599
C  -0.836  -6.869  -4.880
C  -0.024  -7.718  -5.634
C  0.380  -8.946  -5.109
C  -0.040  -9.333  -3.835
C  -0.868  -8.488  -3.083
C  -1.336  -8.922  -1.752
O  -0.985  -10.003  -1.292
H  -4.558  -5.716  1.086
H  -3.977  -7.973  1.944
H  -2.484  -9.454  0.636
H  -3.683  -4.956  -1.102
H  -1.145  -5.911  -5.296
H  0.296  -7.421  -6.630
H  1.019  -9.604  -5.693
H  0.275  -10.294  -3.434
C  11.071  5.972  1.752
C  11.797  5.605  0.620
C  11.174  4.903  -0.413
C  9.821  4.556  -0.309
C  9.101  4.902  0.834
C  9.724  5.621  1.862
C  7.687  4.498  0.977
O  7.053  4.804  1.980
C  7.052  3.713  -0.100
C  5.730  3.274  0.048
C  5.118  2.542  -0.972
C  5.818  2.256  -2.143
C  7.137  2.687  -2.291
C  7.759  3.409  -1.263
C  9.165  3.830  -1.414
O  9.783  3.575  -2.441
H  11.554  6.527  2.553
H  12.850  5.867  0.539
H  11.746  4.625  -1.297
H  9.165  5.906  2.752
H  5.175  3.496  0.958
H  4.093  2.198  -0.852
H  5.339  1.692  -2.940
H  7.680  2.456  -3.206

Values from the calculation:
gap between HOMO and LUMO: 3.70 eV
spin multiplicity: 1
charge: -1
molar mass: 1202.90 g mol⁻¹
highest occupied orbital energy: -4.43 eV

Mulliken population analysis, charges in e, atoms 1 to 8:
1. F -0.395
2. C 1.036
3. F -0.218
4. C -0.628
5. C -0.493
6. P 0.476
7. Br -0.550
8. C 0.514



# 2
The following is a quantum chemistry calculation of 10 unconnected molecules or ions with the total composition C60H50N10O20 at a distorted geometry, from the Open Molecules 2025 dataset.

Atoms and positions in Å:
O  6.121  -15.070  -1.172
N  5.919  -14.620  -0.084
O  6.449  -15.105  0.922
C  5.089  -13.414  0.150
C  4.859  -12.869  1.412
C  4.040  -11.700  1.536
C  3.385  -11.123  0.401
C  3.688  -11.671  -0.865
C  4.471  -12.796  -0.987
H  5.323  -13.295  2.289
H  3.729  -11.280  2.482
H  2.655  -10.355  0.608
H  3.304  -11.025  -1.640
H  4.675  -13.236  -1.952
O  -4.863  -6.739  -5.111
N  -5.215  -7.143  -6.178
O  -5.721  -6.448  -7.033
C  -5.026  -8.585  -6.518
C  -5.690  -9.179  -7.589
C  -5.712  -10.555  -7.801
C  -4.791  -11.290  -7.146
C  -3.961  -10.714  -6.173
C  -4.000  -9.352  -5.868
H  -6.330  -8.606  -8.244
H  -6.291  -11.034  -8.576
H  -4.451  -12.275  -7.429
H  -3.210  -11.297  -5.659
H  -3.402  -9.042  -5.023
O  5.134  -6.330  11.270
N  4.936  -6.847  10.217
O  4.751  -8.084  10.109
C  4.879  -6.049  8.980
C  4.675  -4.674  8.963
C  4.685  -3.967  7.770
C  4.858  -4.593  6.582
C  5.086  -5.952  6.565
C  5.047  -6.642  7.729
H  4.365  -4.181  9.873
H  4.593  -2.891  7.790
H  5.092  -4.108  5.645
H  5.245  -6.431  5.610
H  5.192  -7.712  7.748
O  -4.415  8.820  -1.904
N  -4.597  9.700  -1.006
O  -3.854  9.806  -0.024
C  -5.849  10.543  -1.065
C  -6.027  11.585  -0.137
C  -7.154  12.412  -0.208
C  -8.029  12.339  -1.259
C  -7.861  11.339  -2.255
C  -6.768  10.436  -2.151
H  -5.359  11.651  0.709
H  -7.331  13.158  0.553
H  -8.788  13.106  -1.232
H  -8.639  11.267  -3.001
H  -6.532  9.711  -2.917
O  10.287  -5.188  -5.832
N  9.147  -5.077  -5.329
O  8.172  -4.667  -5.976
C  8.992  -5.264  -3.876
C  10.013  -5.941  -3.199
C  9.849  -6.107  -1.803
C  8.709  -5.637  -1.129
C  7.688  -5.068  -1.846
C  7.879  -4.756  -3.183
H  10.872  -6.334  -3.721
H  10.623  -6.623  -1.255
H  8.622  -5.700  -0.054
H  6.821  -4.750  -1.285
H  7.020  -4.293  -3.645
O  -5.033  3.795  -7.363
N  -4.930  2.704  -7.960
O  -5.890  2.263  -8.602
C  -3.667  1.943  -7.699
C  -2.540  2.597  -7.262
C  -1.325  1.993  -7.150
C  -1.176  0.715  -7.618
C  -2.264  -0.017  -8.121
C  -3.501  0.622  -8.106
H  -2.691  3.635  -7.005
H  -0.512  2.584  -6.754
H  -0.221  0.210  -7.629
H  -2.122  -1.049  -8.406
H  -4.374  0.144  -8.524
O  -7.498  6.726  4.149
N  -7.350  7.838  4.615
O  -6.272  8.282  5.067
C  -8.546  8.701  4.706
C  -8.443  9.995  5.340
C  -9.566  10.834  5.375
C  -10.709  10.375  4.736
C  -10.863  9.093  4.155
C  -9.780  8.233  4.162
H  -7.559  10.359  5.843
H  -9.578  11.855  5.727
H  -11.556  11.016  4.541
H  -11.781  8.884  3.626
H  -9.828  7.269  3.677
O  4.844  1.943  -0.509
N  5.636  2.778  -0.988
O  6.821  2.562  -1.199
C  5.068  4.163  -1.133
C  3.728  4.424  -1.267
C  3.230  5.726  -1.377
C  4.138  6.766  -1.321
C  5.464  6.509  -1.098
C  5.944  5.238  -1.081
H  3.092  3.569  -1.442
H  2.192  5.893  -1.623
H  3.810  7.791  -1.230
H  6.211  7.288  -1.134
H  7.010  5.099  -0.979
O  -0.469  -3.735  -0.974
N  -0.152  -2.928  -0.031
O  0.730  -3.229  0.819
C  -0.669  -1.536  0.073
C  -0.477  -0.681  1.200
C  -0.985  0.580  1.276
C  -1.763  1.064  0.251
C  -1.963  0.212  -0.907
C  -1.467  -1.058  -0.975
H  0.110  -1.083  2.013
H  -0.825  1.220  2.132
H  -2.314  1.993  0.261
H  -2.657  0.556  -1.660
H  -1.591  -1.722  -1.817
O  1.780  4.330  8.220
N  1.934  4.713  7.089
O  2.261  4.064  6.125
C  1.582  6.084  6.712
C  2.113  6.622  5.542
C  1.867  7.970  5.347
C  1.011  8.695  6.117
C  0.497  8.171  7.304
C  0.756  6.837  7.557
H  2.795  6.049  4.932
H  2.329  8.436  4.489
H  0.767  9.731  5.930
H  -0.146  8.797  7.905
H  0.260  6.309  8.358

Values from the calculation:
gap between HOMO and LUMO: 9.09 eV
spin multiplicity: 1
SMILES: O=[N+]([O-])c1ccccc1.O=[N+]([O-])c1ccccc1.O=[N+]([O-])c1ccccc1.O=[N+]([O-])c1ccccc1.O=[N+]([O-])c1ccccc1.O=[N+]([O-])c1ccccc1.O=[N+]([O-])c1ccccc1.O=[N+]([O-])c1ccccc1.O=[N+]([O-])c1ccccc1.O=[N+]([O-])c1ccccc1
charge: 0
energy relative to the best compared isomer or geometry (same formula, charge and spin): 573.0 kJ/mol
molar mass: 1231.11 g mol⁻¹
highest occupied orbital energy: -10.01 eV

Mulliken population analysis, charges in e, atoms 1 to 8:
1. O -0.584
2. N 0.962
3. O -0.590
4. C 0.173
5. C -0.341
6. C -0.370
7. C -0.379
8. C -0.445



# 3
The following is a quantum chemistry calculation of a molecular structure, C60H50N10O29S2V at a distorted geometry, from the Open Molecules 2025 dataset.

Atoms and positions in Å:
O  19.270  1.325  5.646
V  18.988  2.759  5.078
S  18.761  2.138  2.394
O  19.861  2.661  3.183
O  18.516  3.049  1.295
O  19.167  0.835  1.921
O  17.743  2.130  3.402
S  20.448  4.240  6.818
O  19.074  3.939  6.794
O  21.235  3.819  7.962
O  20.790  3.523  5.614
O  20.834  5.627  6.714
C  21.490  0.504  7.714
C  21.097  -0.492  8.604
C  21.600  -1.746  8.617
C  22.638  -2.074  7.751
C  23.138  -1.048  6.887
C  22.586  0.267  6.939
N  23.349  -3.425  7.735
O  24.010  -3.740  6.788
O  23.400  -4.165  8.732
H  20.997  1.465  7.745
H  20.345  -0.252  9.342
H  21.093  -2.521  9.174
H  23.913  -1.224  6.156
H  23.069  1.045  6.367
C  22.307  7.034  3.636
C  21.172  6.273  3.512
C  20.808  5.828  2.232
C  21.536  6.185  1.093
C  22.666  7.018  1.234
C  23.040  7.403  2.492
N  21.203  5.754  -0.251
O  21.419  6.514  -1.157
O  20.697  4.665  -0.315
H  22.610  7.253  4.649
H  20.633  5.961  4.394
H  19.950  5.175  2.169
H  23.287  7.394  0.434
H  23.876  8.070  2.640
C  20.506  -1.424  4.161
C  20.842  -2.014  2.938
C  20.904  -3.405  2.947
C  20.694  -4.145  4.040
C  20.295  -3.536  5.200
C  20.173  -2.147  5.291
N  20.715  -5.623  3.983
O  21.031  -6.187  2.963
O  20.442  -6.270  4.992
H  20.463  -0.346  4.211
H  21.040  -1.537  1.989
H  21.108  -3.898  2.008
H  20.141  -4.116  6.097
H  19.825  -1.558  6.126
C  17.658  3.857  11.079
C  18.827  3.486  10.382
C  19.406  2.240  10.790
C  18.910  1.582  11.949
C  17.699  1.966  12.612
C  17.097  3.129  12.102
N  19.709  0.490  12.579
O  19.580  0.254  13.753
O  20.298  -0.282  11.819
H  17.050  4.669  10.710
H  19.136  4.050  9.514
H  20.376  1.894  10.464
H  17.298  1.403  13.441
H  16.276  3.596  12.627
C  17.571  -4.108  3.287
C  17.985  -4.909  2.196
C  18.323  -4.412  1.012
C  18.137  -3.032  0.782
C  17.673  -2.206  1.856
C  17.385  -2.754  3.084
N  18.310  -2.402  -0.548
O  18.320  -1.160  -0.590
O  18.331  -3.095  -1.533
H  17.278  -4.591  4.207
H  18.263  -5.919  2.457
H  18.828  -5.018  0.275
H  17.494  -1.154  1.685
H  17.076  -2.185  3.948
C  13.788  6.273  2.660
C  14.660  5.297  2.201
C  15.968  5.197  2.699
C  16.398  6.032  3.724
C  15.491  6.992  4.188
C  14.252  7.119  3.665
N  17.777  5.934  4.332
O  18.355  4.857  4.266
O  18.301  6.882  4.906
H  12.778  6.377  2.291
H  14.246  4.622  1.466
H  16.619  4.456  2.259
H  15.747  7.622  5.027
H  13.562  7.829  4.096
C  11.542  3.415  5.713
C  12.605  4.323  5.524
C  13.919  3.934  5.546
C  14.267  2.562  5.788
C  13.210  1.646  6.013
C  11.886  2.102  5.957
N  15.627  2.114  5.775
O  16.554  3.001  5.618
O  15.850  0.909  5.814
H  10.561  3.850  5.841
H  12.529  5.383  5.335
H  14.732  4.631  5.407
H  13.425  0.597  6.150
H  11.028  1.467  6.121
C  13.830  -1.895  2.400
C  14.222  -0.738  3.065
C  14.782  0.345  2.360
C  15.170  0.207  1.001
C  14.827  -1.010  0.361
C  14.128  -1.991  1.042
N  15.789  1.391  0.286
O  15.535  2.495  0.743
O  16.564  1.116  -0.673
H  13.189  -2.660  2.812
H  14.205  -0.664  4.142
H  15.292  1.158  2.856
H  15.050  -1.207  -0.678
H  13.820  -2.925  0.595
C  13.562  0.499  9.992
C  14.368  1.628  9.828
C  15.678  1.589  9.301
C  16.244  0.315  9.071
C  15.395  -0.810  9.143
C  14.068  -0.733  9.563
N  17.641  0.109  8.684
O  18.049  -1.010  8.584
O  18.260  1.084  8.315
H  12.570  0.705  10.364
H  13.958  2.619  9.953
H  16.094  2.568  9.114
H  15.909  -1.750  9.009
H  13.400  -1.579  9.635
C  24.808  3.637  4.749
C  23.682  4.102  4.188
C  22.994  3.373  3.271
C  23.455  2.084  2.846
C  24.621  1.628  3.415
C  25.303  2.383  4.309
N  22.813  1.404  1.728
O  22.021  2.047  0.982
O  23.011  0.224  1.541
H  25.224  4.229  5.550
H  23.377  5.069  4.559
H  22.059  3.758  2.893
H  24.941  0.639  3.123
H  26.139  1.951  4.839

Values from the calculation:
gap between HOMO and LUMO (alpha / beta): 5.57 / 5.60 eV
spin multiplicity: 2
charge: -2
energy relative to the best compared isomer or geometry (same formula, charge and spin): 0.0 kJ/mol
molar mass: 1490.18 g mol⁻¹
highest occupied orbital energy (alpha / beta): -3.73 / -3.75 eV

Mulliken population analysis, charges in e, atoms 1 to 8:
1. O -0.174
2. V 0.335
3. S 1.169
4. O -0.506
5. O -0.984
6. O -0.528
7. O 0.260
8. S 0.231